[1]
{"formula": "C47H29ClF5NO19S", "method": "ωB97M-V with the def2-TZVPD basis set", "max_force_ha_per_bohr": 0.1409, "energy_ev": -126519.9985, "smiles": "C#CCc1c(C=C)c2c(c(S(=O)(=O)F)c1C(F)(F)C(F)F)C(=O)c1c(CCC(=O)O)c(Cl)c(O)c(-c3ccncc3)c1C2=O.O=C1C=C(O)C(=O)C=C1O.O=C1C=C(O)C(=O)C=C1O.O=C1C=C(O)C(=O)C=C1O", "homo_lumo_gap_ha": 0.253, "homo_energy_ev": -8.97, "elements": ["C", "C", "C", "C", "C", "C", "C", "C", "C", "C", "S", "O", "O", "F", "C", "C", "F", "F", "C", "F", "F", "C", "O", "C", "C", "C", "C", "C", "O", "O", "C", "Cl", "C", "O", "C", "C", "C", "C", "N", "C", "C", "C", "C", "O", "H", "H", "H", "H", "H", "H", "H", "H", "H", "H", "H", "H", "H", "H", "H", "H", "H", "O", "C", "C", "C", "O", "C", "O", "C", "C", "O", "H", "H", "H", "H", "O", "C", "C", "C", "O", "C", "O", "C", "C", "O", "H", "H", "H", "H", "O", "C", "C", "C", "O", "C", "O", "C", "C", "O", "H", "H", "H", "H"], "positions_angstrom": [[7.72488, 1.78883, 1.80430], [7.21983, 1.39802, 2.96919], [6.72657, 0.62312, 4.32058], [5.57153, -0.45881, 3.99162], [4.08913, 0.15295, 4.08173], [3.77175, 1.69676, 4.41071], [4.14645, 2.65912, 3.38381], [2.86889, -0.80213, 3.83950], [3.11521, -2.35674, 3.50497], [4.58853, -2.97103, 3.35442], [4.83416, -4.74066, 2.89426], [3.59844, -5.54997, 2.63955], [5.64385, -5.48746, 3.95846], [5.65211, -4.70699, 1.38421], [5.84524, -1.99590, 3.60982], [7.38406, -2.41515, 3.56208], [8.22700, -1.50425, 2.77827], [7.70972, -3.70248, 3.03419], [7.89603, -2.47908, 5.13197], [6.81766, -2.39845, 6.07655], [8.66870, -3.70916, 5.31586], [1.74305, -3.17266, 3.34682], [1.38697, -4.22494, 3.95102], [0.63030, -2.45819, 2.38537], [-0.16597, -3.22431, 1.26299], [0.11249, -4.79565, 0.99602], [-0.84952, -5.78972, 1.84618], [-2.04032, -5.03794, 2.64239], [-1.94162, -4.67257, 3.86579], [-3.33174, -4.77410, 2.01378], [-1.25257, -2.38232, 0.44770], [-2.28783, -3.17339, -0.87650], [-1.52173, -0.83176, 0.75383], [-2.54524, -0.20666, -0.02197], [-0.68186, -0.11271, 1.90208], [-1.00233, 1.43322, 2.16054], [-1.79703, 1.94012, 3.44930], [-2.07606, 3.48796, 3.53229], [-1.67794, 4.51945, 2.59643], [-0.97081, 4.02758, 1.43245], [-0.56441, 2.54162, 1.09923], [0.40145, -0.90183, 2.72339], [1.32900, -0.24489, 3.90017], [0.89630, 0.55964, 4.77993], [8.49710, 1.96487, 0.95524], [7.67797, 0.18429, 4.78769], [6.37700, 1.46400, 5.04630], [3.28683, 2.01382, 5.42098], [4.70826, 3.63489, 3.69006], [3.96589, 2.51275, 2.25801], [8.68344, -1.62711, 5.25722], [-0.03989, -4.96649, -0.14705], [1.20945, -5.08707, 1.25829], [-1.31419, -6.57904, 1.12756], [-0.17362, -6.39335, 2.57046], [-3.99535, -4.97215, 2.73431], [-2.49066, 0.77988, 0.01754], [-2.18307, 1.22510, 4.26490], [-2.67553, 3.84413, 4.46680], [-0.66295, 4.82622, 0.63908], [-0.01714, 2.31685, 0.11231], [-5.78075, -3.98901, -6.34190], [-6.18916, -3.61287, -5.25463], [-7.49452, -2.96287, -5.08773], [-7.90045, -2.54968, -3.88544], [-9.11561, -1.94517, -3.71720], [-7.04892, -2.72760, -2.67603], [-7.44253, -2.32116, -1.59452], [-5.75393, -3.39901, -2.83886], [-5.34951, -3.81565, -4.04012], [-4.14609, -4.44490, -4.20378], [-8.10164, -2.83744, -5.97430], [-9.17380, -1.74006, -2.76206], [-5.15298, -3.53772, -1.94943], [-4.08506, -4.64503, -5.15971], [-2.89712, 3.03730, -4.37745], [-3.53036, 2.10601, -4.84863], [-2.97323, 0.75258, -4.95768], [-3.69010, -0.23727, -5.49404], [-3.18316, -1.50258, -5.59883], [-5.07175, -0.00746, -6.00181], [-5.69171, -0.93212, -6.50257], [-5.63831, 1.33994, -5.87130], [-4.92284, 2.32940, -5.33181], [-5.43990, 3.58824, -5.20214], [-1.96825, 0.59964, -4.58724], [-3.89080, -2.03241, -6.02001], [-6.64914, 1.48887, -6.22780], [-4.73030, 4.11933, -4.78723], [0.40687, 5.75518, -0.70418], [0.84059, 6.36898, -1.66764], [2.17133, 6.98663, -1.66987], [2.60554, 7.66416, -2.73491], [3.84388, 8.24139, -2.74960], [1.76024, 7.82083, -3.95211], [2.18085, 8.46218, -4.90112], [0.43872, 7.18274, -3.95922], [0.00583, 6.50236, -2.89572], [-1.22228, 5.90160, -2.89165], [2.77384, 6.86729, -0.77918], [3.92017, 8.67087, -3.62585], [-0.15767, 7.28914, -4.85583], [-1.30186, 5.47722, -2.01388]], "forces_ev_per_a": [[-1.58, -2.61, 6.58], [2.76, 0.80, -5.63], [0.49, 1.18, -1.43], [-2.46, -1.07, -0.41], [-1.54, -3.20, -0.66], [1.58, 0.88, -2.74], [-0.28, -1.24, 2.37], [3.20, -1.44, -0.10], [1.93, 1.74, 0.28], [-0.59, 4.69, 0.82], [-0.23, -6.16, 2.21], [2.74, 3.64, -0.37], [-1.60, 3.82, -3.89], [-1.39, 0.51, 2.99], [-3.30, 2.08, -0.39], [0.96, -1.33, 0.05], [-2.37, -1.96, 2.33], [-1.47, 3.05, 0.73], [1.82, -0.50, 0.10], [2.75, -0.42, -2.34], [-2.43, 3.03, -0.15], [-2.45, -2.37, 0.57], [2.30, 4.38, -2.36], [-1.12, 2.28, -1.02], [-0.41, 3.08, 1.04], [-0.06, 0.71, -0.54], [-0.58, -0.37, -0.49], [-0.70, 1.39, 4.47], [-0.06, -1.95, -5.59], [2.12, -1.68, 1.22], [1.45, 1.61, 2.32], [1.76, 1.15, 2.05], [1.81, -1.98, 1.16], [2.39, -0.71, 1.66], [0.10, -1.77, -0.32], [-0.58, 2.89, 0.33], [1.38, 2.58, -3.46], [1.04, -1.69, -1.19], [0.97, -5.36, -0.81], [-0.15, -1.90, 0.71], [-2.54, 0.83, 3.78], [-1.63, -1.82, -2.52], [-1.29, 0.83, 1.21], [2.21, -3.42, -4.00], [-2.12, -0.18, 1.93], [-1.55, 0.46, -0.90], [0.21, -1.81, -1.32], [1.78, -0.76, -1.63], [-2.18, -1.31, -0.47], [1.19, -0.46, 1.90], [-1.71, -1.48, 0.29], [0.21, 0.30, 2.12], [-1.96, 0.87, -0.44], [0.65, 1.58, 1.20], [-1.51, 1.43, -0.81], [1.11, 0.70, -0.86], [0.25, -0.99, 0.40], [0.82, 1.28, -1.57], [1.27, -0.57, -1.96], [-0.73, -1.69, 1.97], [-0.93, 0.24, 1.88], [0.25, -0.04, 0.51], [-0.59, 0.12, -0.65], [0.23, -0.22, -0.18], [-1.29, 0.50, -0.43], [1.31, -0.50, 0.49], [0.42, -0.08, 0.68], [-0.15, -0.04, -0.52], [-0.19, 0.16, 0.22], [1.28, -0.55, 0.42], [-1.28, 0.58, -0.49], [0.06, 0.03, 0.03], [-0.02, -0.03, -0.21], [-0.03, 0.02, -0.02], [0.01, -0.03, 0.23], [-0.47, -0.08, -0.15], [0.77, -0.19, 0.27], [0.02, 0.40, 0.11], [1.04, -1.16, 0.15], [-1.11, 1.10, -0.16], [-0.79, 0.19, -0.28], [0.47, 0.17, 0.25], [-0.02, -0.36, -0.10], [-1.03, 1.12, -0.11], [1.10, -1.08, 0.14], [-0.04, -0.01, -0.02], [0.19, 0.07, -0.01], [0.05, 0.00, 0.01], [-0.17, -0.07, -0.10], [0.03, 0.23, -0.67], [0.59, 0.06, 0.50], [-0.35, -0.27, 0.24], [1.45, 0.43, 0.52], [-1.43, -0.39, -0.59], [-0.50, 0.10, -0.77], [0.16, -0.18, 0.52], [0.28, 0.20, -0.15], [-1.41, -0.46, -0.51], [1.40, 0.44, 0.64], [-0.03, 0.02, -0.03], [0.02, -0.06, 0.19], [0.02, 0.00, 0.05], [-0.08, 0.06, -0.24]], "lowdin_charge": [0.063, -0.098, -0.144, -0.011, -0.035, -0.127, 0.004, 0.042, 0.041, -0.086, 0.842, -0.309, -0.300, -0.230, 0.037, -0.259, 0.023, 0.032, -0.131, 0.021, -0.003, -0.249, 0.075, 0.025, -0.088, -0.142, -0.076, -0.348, 0.026, -0.019, -0.375, 0.595, -0.142, -0.026, -0.034, -0.132, 0.016, -0.113, -0.001, -0.104, 0.006, 0.032, -0.206, 0.055, 0.062, 0.096, 0.121, 0.128, 0.085, 0.083, 0.172, 0.112, 0.115, 0.128, 0.134, 0.125, 0.107, 0.108, 0.106, 0.070, 0.102, 0.105, -0.334, 0.068, -0.217, 0.089, -0.308, 0.114, 0.080, -0.223, 0.083, 0.142, 0.116, 0.114, 0.116, 0.104, -0.311, 0.081, -0.208, 0.095, -0.295, 0.113, 0.083, -0.216, 0.092, 0.137, 0.099, 0.139, 0.116, 0.070, -0.289, 0.081, -0.215, 0.095, -0.309, 0.116, 0.081, -0.212, 0.094, 0.138, 0.119, 0.139, 0.114]}


[2]
{"formula": "C47H30F5MoNO2S4", "method": "ωB97M-V with the def2-TZVPD basis set", "max_force_ha_per_bohr": 0.0119, "energy_ev": -113580.7885, "charge": 2, "homo_lumo_gap_ha": 0.231, "de_lowest_kj_mol": 22.00, "homo_energy_ev": -13.23, "elements": ["Mo", "C", "C", "C", "C", "C", "C", "C", "S", "O", "C", "C", "C", "C", "C", "C", "C", "C", "C", "C", "C", "C", "C", "C", "C", "C", "C", "C", "C", "C", "S", "O", "C", "C", "C", "C", "C", "C", "C", "H", "H", "H", "H", "H", "H", "H", "H", "H", "H", "H", "H", "H", "H", "H", "H", "H", "H", "H", "H", "H", "H", "H", "H", "H", "H", "S", "C", "N", "C", "C", "C", "C", "C", "C", "S", "H", "H", "H", "H", "F", "C", "C", "C", "F", "C", "F", "C", "F", "C", "F"], "positions_angstrom": [[-0.26848, -1.88459, -1.51091], [0.09302, -0.60733, 7.06662], [0.01343, -0.40908, 5.57924], [0.10217, -1.49932, 4.71468], [0.00368, -1.34220, 3.34253], [-0.18183, -0.06685, 2.83624], [-0.29450, 1.04006, 3.66563], [-0.18413, 0.86043, 5.03438], [-0.32963, 0.22528, 1.10010], [-0.29105, -1.21338, 0.52283], [1.26134, 0.88771, 0.68533], [2.42613, 0.16800, 1.02877], [3.62807, 0.58601, 0.54738], [3.71925, 1.72815, -0.28838], [4.96533, 2.17453, -0.78730], [5.04186, 3.28834, -1.57192], [3.87592, 4.01603, -1.89333], [2.65767, 3.61339, -1.42831], [2.54494, 2.45390, -0.61875], [1.28986, 1.99941, -0.11861], [0.06256, 2.81070, -0.40858], [-0.22922, 3.89417, 0.47274], [0.56810, 4.16077, 1.61774], [0.26575, 5.20418, 2.44349], [-0.84110, 6.03963, 2.17398], [-1.61730, 5.81692, 1.07612], [-1.33015, 4.74553, 0.19708], [-2.11185, 4.51888, -0.95885], [-1.84152, 3.47893, -1.79244], [-0.76439, 2.61140, -1.49245], [-0.39934, 1.29539, -2.64157], [-0.16999, 0.08392, -1.63561], [-1.94969, 0.94902, -3.36291], [-2.00170, 0.85243, -4.74965], [-3.19963, 0.49832, -5.34693], [-4.33095, 0.22617, -4.57793], [-5.63080, -0.13168, -5.23659], [-4.23910, 0.30973, -3.18103], [-3.06041, 0.67070, -2.56489], [0.87477, -1.31989, 7.32800], [-0.85010, -1.00390, 7.44714], [0.29261, 0.32952, 7.58296], [0.24212, -2.49142, 5.12706], [0.04684, -2.19241, 2.67431], [-0.46545, 2.02844, 3.25208], [-0.26591, 1.71653, 5.69205], [2.34891, -0.69786, 1.67527], [4.53686, 0.05713, 0.80770], [5.85993, 1.62187, -0.52862], [6.00057, 3.62348, -1.94437], [3.95262, 4.90475, -2.50529], [1.77197, 4.18877, -1.66698], [1.42807, 3.53900, 1.83130], [0.88431, 5.40114, 3.30907], [-1.06472, 6.86238, 2.83954], [-2.46200, 6.45811, 0.85821], [-2.93572, 5.18640, -1.17687], [-2.44901, 3.31598, -2.67055], [-1.12181, 1.05551, -5.34795], [-3.25779, 0.42713, -6.42553], [-5.47148, -0.74801, -6.12028], [-6.14148, 0.77726, -5.56221], [-6.29454, -0.65904, -4.55445], [-5.10978, 0.08697, -2.57730], [-2.99385, 0.73025, -1.48450], [-1.51564, -2.30426, -3.10792], [1.35475, -2.73605, -2.26717], [1.44515, -2.90581, -0.96498], [2.46457, -3.74622, -0.58231], [2.79248, -4.15087, 0.71130], [3.86817, -4.99439, 0.86066], [4.61003, -5.42476, -0.25283], [4.29563, -5.02562, -1.53757], [3.20659, -4.17753, -1.69383], [2.53451, -3.52391, -3.17755], [2.20487, -3.81379, 1.55510], [4.14861, -5.33802, 1.84654], [5.44871, -6.09049, -0.10089], [4.87404, -5.36692, -2.38499], [-0.09198, -5.19528, -0.94057], [-1.14117, -4.65985, -0.29015], [-1.43968, -3.31831, -0.42543], [-2.58376, -2.86957, 0.21119], [-2.96380, -1.58111, 0.05176], [-3.37590, -3.68388, 0.99173], [-4.45900, -3.20474, 1.58950], [-3.02750, -5.01934, 1.13682], [-3.76916, -5.82073, 1.88238], [-1.90898, -5.51021, 0.48734], [-1.57983, -6.78998, 0.60412]], "forces_ev_per_a": [[-0.37, 0.35, 0.27], [0.00, 0.01, -0.03], [0.00, 0.03, 0.03], [0.00, -0.04, 0.05], [0.00, -0.05, -0.02], [0.00, 0.01, 0.00], [0.01, 0.01, 0.04], [-0.01, -0.03, -0.03], [-0.06, 0.05, -0.05], [0.10, -0.05, -0.01], [0.00, 0.00, -0.10], [-0.06, -0.04, 0.04], [0.03, -0.01, 0.00], [-0.04, 0.06, -0.04], [0.01, -0.02, 0.02], [0.01, 0.01, -0.01], [0.00, 0.01, 0.00], [-0.02, 0.00, 0.00], [0.04, 0.00, 0.02], [-0.02, 0.10, -0.01], [0.05, -0.01, 0.04], [-0.02, 0.02, -0.02], [0.01, 0.00, 0.00], [0.01, 0.00, 0.00], [0.01, 0.01, 0.03], [-0.03, 0.01, -0.02], [0.04, -0.03, 0.01], [0.01, 0.06, 0.05], [-0.01, -0.10, -0.06], [0.03, -0.02, 0.00], [-0.04, -0.14, 0.13], [-0.11, -0.04, -0.22], [0.05, -0.01, -0.01], [0.01, 0.01, 0.01], [-0.04, 0.00, -0.02], [-0.03, -0.02, 0.00], [0.04, 0.02, 0.01], [-0.01, 0.00, -0.02], [-0.02, 0.03, -0.02], [0.00, 0.00, -0.01], [0.00, 0.00, -0.01], [0.00, 0.00, 0.00], [0.00, 0.01, -0.01], [0.01, 0.01, 0.02], [0.01, 0.00, 0.02], [0.00, 0.00, 0.00], [0.01, 0.00, -0.01], [-0.01, 0.00, 0.00], [-0.01, 0.00, 0.00], [-0.01, 0.00, 0.00], [0.01, -0.01, 0.00], [0.00, -0.01, 0.00], [-0.01, 0.00, 0.00], [0.00, 0.00, 0.00], [0.00, 0.00, 0.00], [0.00, 0.00, 0.00], [0.00, 0.00, 0.00], [0.01, 0.01, 0.00], [-0.01, -0.01, -0.01], [0.00, 0.00, 0.00], [0.01, 0.00, 0.01], [0.00, 0.00, 0.01], [0.01, 0.00, 0.00], [0.00, 0.00, 0.00], [-0.02, 0.00, -0.02], [0.16, 0.02, 0.09], [0.50, -0.02, 0.29], [-0.33, -0.11, -0.50], [0.11, -0.08, 0.04], [-0.05, 0.03, 0.02], [0.05, -0.03, -0.06], [-0.03, 0.02, 0.02], [0.05, -0.03, 0.01], [-0.06, 0.05, 0.01], [0.01, 0.00, -0.06], [0.00, -0.01, -0.01], [0.00, 0.00, 0.00], [0.00, 0.00, 0.00], [0.00, 0.00, 0.01], [-0.02, 0.02, 0.03], [0.11, 0.06, -0.11], [-0.09, -0.05, 0.14], [0.05, 0.14, -0.07], [0.04, -0.06, -0.01], [-0.05, -0.03, 0.03], [0.02, -0.02, -0.01], [-0.07, -0.04, 0.07], [0.03, 0.03, -0.03], [-0.02, -0.13, 0.04], [-0.01, 0.04, 0.00]], "lowdin_charge": [1.339, -0.031, -0.243, -0.015, -0.062, -0.383, -0.057, -0.010, 1.155, -0.645, -0.321, -0.043, 0.007, -0.138, -0.014, -0.042, -0.041, -0.002, -0.098, -0.174, -0.165, -0.098, -0.016, -0.041, -0.038, -0.007, -0.134, 0.014, -0.052, -0.303, 1.204, -0.711, -0.490, -0.072, -0.012, -0.231, -0.022, -0.008, -0.100, 0.088, 0.097, 0.084, 0.125, 0.105, 0.107, 0.124, 0.116, 0.127, 0.122, 0.118, 0.117, 0.123, 0.123, 0.118, 0.119, 0.125, 0.132, 0.116, 0.123, 0.131, 0.092, 0.102, 0.088, 0.131, 0.125, 0.512, -0.691, -0.090, -0.288, 0.012, -0.036, -0.029, -0.049, -0.413, 1.155, 0.121, 0.120, 0.124, 0.125, 0.086, -0.220, -0.193, -0.246, 0.056, -0.137, 0.149, -0.125, 0.163, -0.138, 0.151]}